# C21H20N3O3ReS3

A molecular structure, C21H20N3O3ReS3 (wB97M-V/def2-TZVPD, the Open Molecules 2025 dataset).

Atoms and positions in Å:
Re: 0.48 0.49 -0.26
N: -3.40 0.11 -0.38
C: -2.98 0.61 -1.69
C: -2.18 1.91 -1.57
O: -2.69 2.92 -2.06
N: -0.97 1.90 -0.96
C: -0.45 3.23 -0.69
C: 0.18 3.22 0.69
O: 0.37 4.23 1.34
O: 0.52 2.02 1.11
H: -3.94 0.82 0.10
H: -4.00 -0.69 -0.49
H: -2.40 -0.16 -2.19
H: -3.82 0.88 -2.34
H: 0.35 3.50 -1.39
H: -1.22 3.99 -0.75
C: 5.00 -0.31 0.63
C: 3.68 0.08 0.02
S: 2.25 -0.62 0.74
C: 3.58 0.85 -1.08
C: 4.77 1.38 -1.84
S: 2.02 1.17 -1.80
H: 4.85 -0.71 1.64
H: 5.68 0.54 0.71
H: 5.50 -1.09 0.04
H: 5.62 1.56 -1.19
H: 4.52 2.32 -2.33
H: 5.08 0.68 -2.62
S: -2.04 -2.89 1.61
C: -1.65 -1.82 2.92
C: -1.96 -1.96 4.27
C: -1.51 -0.98 5.14
C: -0.77 0.11 4.67
C: -0.46 0.24 3.33
C: -0.91 -0.74 2.44
N: -0.70 -0.76 1.06
C: -1.23 -1.82 0.51
C: -1.09 -1.99 -0.91
C: -1.73 -3.01 -1.62
C: -1.62 -3.06 -2.99
C: -0.85 -2.09 -3.64
C: -0.21 -1.09 -2.93
C: -0.31 -1.00 -1.53
H: -2.53 -2.80 4.62
H: -1.74 -1.06 6.19
H: -0.42 0.86 5.36
H: 0.11 1.08 2.95
H: -2.33 -3.75 -1.10
H: -2.11 -3.83 -3.56
H: -0.75 -2.12 -4.72
H: 0.39 -0.36 -3.46

Results
gap between HOMO and LUMO (alpha / beta)	6.594 / 6.314	eV
net charge	-1
spin multiplicity	2
F_max	0.625	eV/Å
energy above the lowest of the compared OMol25 structures with the same formula, charge and spin	0.0	kJ/mol
LUMO energy (alpha / beta)	2.30 / 2.24	eV
calculated total energy	-2475.265776	hartree